i.
{"formula": "C9H14", "method": "the ωB97M-V functional and the def2-TZVPD basis", "smiles": "Cc1ccccc1.CC", "e_lumo_ev": 1.0, "homo_ev": -9.02, "spin_multiplicity": 1, "elements": ["C", "C", "H", "H", "H", "H", "H", "H", "C", "C", "C", "C", "C", "C", "C", "H", "H", "H", "H", "H", "H", "H", "H"], "xyz": [[2.386, -1.557, 0.293], [2.941, -0.362, -0.483], [1.323, -1.443, 0.464], [2.629, -2.458, -0.256], [2.890, -1.604, 1.258], [2.229, 0.273, -1.012], [3.693, -0.666, -1.207], [3.459, 0.384, 0.135], [-2.264, -0.780, 1.669], [-1.311, 2.270, -0.351], [-1.758, 1.486, 0.697], [-0.727, 1.690, -1.484], [-1.664, 0.078, 0.578], [-0.610, 0.322, -1.584], [-1.091, -0.472, -0.560], [-1.340, 3.352, -0.311], [-2.293, 1.782, 1.590], [-0.179, 2.349, -2.145], [-0.022, -0.085, -2.397], [-2.045, -0.349, 2.644], [-1.799, -1.767, 1.735], [-1.143, -1.552, -0.631], [-3.303, -0.889, 1.359]]}

=====

ii.
{"formula": "C9H14", "method": "the ωB97M-V functional and the def2-TZVPD basis", "smiles": "Cc1ccccc1.CC", "e_lumo_ev": 1.0, "homo_ev": -9.01, "spin_multiplicity": 1, "elements": ["C", "C", "C", "C", "C", "C", "C", "H", "H", "H", "H", "H", "H", "H", "H", "C", "C", "H", "H", "H", "H", "H", "H"], "xyz": [[-1.210, -1.711, 0.591], [1.942, -1.422, 2.732], [0.677, -1.733, 2.225], [2.716, -0.453, 2.099], [0.121, -1.180, 1.159], [2.206, 0.242, 1.011], [0.895, -0.132, 0.600], [2.276, -1.778, 3.610], [0.165, -2.434, 2.860], [3.609, -0.210, 2.585], [3.011, 1.047, 0.685], [-1.595, -0.911, -0.187], [-2.033, -1.870, 1.310], [0.253, 0.506, -0.051], [-1.057, -2.691, 0.047], [-2.131, 2.249, -2.421], [-0.972, 1.426, -2.831], [-2.037, 2.533, -1.404], [-2.085, 3.234, -2.851], [-2.886, 1.561, -2.786], [-1.012, 1.216, -3.945], [0.013, 2.063, -2.705], [-0.866, 0.448, -2.331]]}

=====

Short version: i, ii, most stable first.

=====

i.
{"formula": "C9H14", "method": "the ωB97M-V functional and the def2-TZVPD basis", "smiles": "Cc1ccccc1.CC", "e_lumo_ev": 1.0, "homo_ev": -9.05, "spin_multiplicity": 1, "elements": ["C", "C", "H", "H", "H", "H", "H", "H", "C", "C", "C", "C", "C", "C", "C", "H", "H", "H", "H", "H", "H", "H", "H"], "xyz": [[-1.772, 1.197, -0.843], [-1.588, 2.528, -0.093], [-1.223, 1.284, -1.792], [-1.535, 0.207, -0.315], [-2.848, 1.158, -0.833], [-2.384, 3.245, -0.629], [-0.581, 2.991, -0.257], [-1.680, 2.492, 1.047], [-0.853, -2.319, 0.698], [0.614, -0.857, -0.941], [0.297, -1.380, 0.337], [1.926, -0.334, -1.154], [1.122, -0.992, 1.383], [2.574, 0.169, -0.024], [2.255, -0.168, 1.204], [-0.071, -1.002, -1.883], [2.214, 0.105, -2.111], [-1.840, -1.874, 0.919], [-0.527, -3.127, 1.400], [0.987, -1.297, 2.300], [3.325, 0.918, -0.278], [2.849, 0.107, 2.104], [-1.262, -3.048, -0.237]]}

=====

ii.
{"formula": "C9H14", "method": "the ωB97M-V functional and the def2-TZVPD basis", "smiles": "Cc1ccccc1.CC", "e_lumo_ev": 1.0, "homo_ev": -9.04, "spin_multiplicity": 1, "elements": ["C", "C", "H", "H", "H", "H", "H", "H", "C", "C", "C", "C", "C", "C", "C", "H", "H", "H", "H", "H", "H", "H", "H"], "xyz": [[1.251, 3.342, 0.584], [2.717, 2.917, 0.857], [0.870, 3.062, -0.374], [0.672, 2.846, 1.376], [1.136, 4.341, 1.012], [3.285, 2.684, -0.038], [2.723, 2.039, 1.513], [3.223, 3.597, 1.547], [-0.404, -3.354, 0.671], [0.224, 0.233, -0.338], [0.442, -1.061, 0.122], [-0.952, 0.572, -0.985], [-0.592, -2.007, 0.045], [-2.002, -0.335, -1.021], [-1.782, -1.632, -0.565], [1.024, 0.893, -0.033], [1.371, -1.393, 0.548], [-1.139, 1.599, -1.277], [-2.970, -0.102, -1.443], [-0.737, -3.364, 1.709], [0.653, -3.635, 0.655], [-2.519, -2.393, -0.656], [-0.869, -4.205, 0.176]]}

=====

iii.
{"formula": "C9H14", "method": "the ωB97M-V functional and the def2-TZVPD basis", "smiles": "Cc1ccccc1.CC", "e_lumo_ev": 1.0, "homo_ev": -8.79, "spin_multiplicity": 1, "elements": ["C", "C", "H", "H", "H", "H", "H", "H", "C", "C", "C", "C", "C", "C", "C", "H", "H", "H", "H", "H", "H", "H", "H"], "xyz": [[2.827, 2.438, -1.681], [1.961, 1.380, -2.423], [3.792, 2.625, -2.141], [2.537, 3.549, -1.779], [2.994, 2.364, -0.563], [0.872, 1.318, -2.159], [2.551, 0.453, -2.225], [1.910, 1.778, -3.503], [-0.500, 0.196, 2.670], [-0.459, -0.537, 0.217], [-0.978, -0.606, 1.568], [-0.979, -1.531, -0.719], [-2.046, -1.391, 1.858], [-1.970, -2.324, -0.335], [-2.643, -2.121, 0.880], [0.169, 0.040, -0.163], [-0.522, -1.742, -1.574], [-1.267, 0.489, 3.418], [-0.098, 1.095, 2.325], [-2.439, -1.240, 2.899], [-2.264, -3.141, -1.119], [-3.585, -2.674, 1.205], [0.139, -0.417, 3.342]]}

=====

iv.
{"formula": "C9H14", "method": "the ωB97M-V functional and the def2-TZVPD basis", "smiles": "Cc1ccccc1.CC", "e_lumo_ev": 1.0, "homo_ev": -8.60, "spin_multiplicity": 1, "elements": ["C", "C", "C", "C", "C", "C", "C", "H", "H", "H", "H", "H", "H", "H", "H", "C", "C", "H", "H", "H", "H", "H", "H"], "xyz": [[-0.143, 3.558, -0.510], [0.413, 1.431, -1.802], [-0.277, 2.079, -0.721], [0.328, 0.074, -2.086], [-1.207, 1.350, 0.045], [-0.557, -0.710, -1.304], [-1.350, 0.038, -0.359], [0.938, 2.129, -2.407], [0.998, -0.428, -2.824], [-0.349, 3.917, 0.463], [-0.701, 4.029, -1.366], [-1.893, 1.820, 0.717], [-0.698, -1.773, -1.354], [-2.321, -0.511, -0.038], [0.908, 3.890, -0.879], [0.853, -2.097, 1.299], [0.617, -3.223, 2.233], [0.206, -2.094, 0.380], [0.482, -1.138, 1.721], [1.898, -1.993, 1.045], [1.423, -3.238, 2.849], [0.511, -4.230, 1.785], [-0.079, -2.876, 3.112]]}

=====

Short version: ii, iv, i, iii, most stable first.

=====

i.
{"formula": "C9H14", "method": "the ωB97M-V functional and the def2-TZVPD basis", "smiles": "Cc1ccccc1.CC", "e_lumo_ev": 1.0, "homo_ev": -9.08, "spin_multiplicity": 1, "elements": ["C", "C", "H", "H", "H", "H", "H", "H", "C", "C", "C", "C", "C", "C", "C", "H", "H", "H", "H", "H", "H", "H", "H"], "xyz": [[-2.460, -2.294, 1.155], [-2.231, -0.800, 1.020], [-1.575, -2.900, 0.902], [-2.597, -2.565, 2.206], [-3.254, -2.596, 0.481], [-2.893, -0.213, 1.660], [-1.208, -0.411, 1.007], [-2.447, -0.452, -0.007], [2.901, 1.738, 0.602], [0.833, 1.894, -0.800], [1.878, 1.114, -0.286], [-0.224, 1.285, -1.431], [-0.386, -0.081, -1.612], [1.713, -0.258, -0.393], [0.615, -0.837, -1.042], [0.970, 2.954, -0.625], [-0.964, 2.001, -1.806], [3.188, 2.709, 0.185], [3.841, 1.230, 0.826], [-1.235, -0.477, -2.151], [2.438, -1.052, -0.219], [0.721, -1.902, -1.223], [2.376, 1.912, 1.550]]}

=====

ii.
{"formula": "C9H14", "method": "the ωB97M-V functional and the def2-TZVPD basis", "smiles": "Cc1ccccc1.CC", "e_lumo_ev": 1.0, "homo_ev": -8.74, "spin_multiplicity": 1, "elements": ["C", "C", "C", "C", "C", "C", "C", "H", "H", "H", "H", "H", "H", "H", "H", "C", "C", "H", "H", "H", "H", "H", "H"], "xyz": [[1.373, 1.369, 0.554], [0.768, 0.677, -3.095], [1.019, -0.686, -3.025], [0.599, 1.272, -1.838], [0.954, 0.589, -0.674], [0.904, -1.522, -1.897], [0.911, -0.809, -0.690], [0.922, 1.285, -3.980], [0.975, -1.327, -3.931], [0.346, 2.339, -1.866], [0.839, -2.585, -2.026], [2.204, 0.852, 1.053], [0.554, 1.541, 1.262], [0.854, -1.417, 0.218], [1.593, 2.407, 0.282], [-1.429, 0.000, 2.774], [-2.321, -1.066, 2.138], [-1.734, 0.394, 3.733], [-0.392, -0.318, 2.906], [-1.443, 0.896, 2.128], [-1.869, -1.152, 1.147], [-3.371, -0.699, 2.189], [-2.254, -2.042, 2.637]]}

=====

Short version: i, ii, most stable first.